1.
ORCA calculation (ωB97M-V with the def2-TZVPD basis set) on a single C4H5ClO2 molecule.

- Highest occupied orbital energy: -0.370 Ha
- SMILES: O=CCCC(=O)Cl
- Gap between HOMO and LUMO: 0.38193 hartree
- DFT total energy: -20844.0980 eV
- Energy relative to the best compared isomer or geometry (same formula, charge and spin): 29.45 kcal/mol

Last column: natural (NBO) charge in e.
CARTESIAN COORDINATES (ANGSTROEM)
C  -1.5714  -0.1594  0.0296  0.600
C  -0.3801  0.2899  -0.6128  -0.546
C  0.8011  -0.3658  -0.1708  -0.512
C  1.2918  0.1902  1.0656  0.437
O  -1.7741  -0.3428  1.2179  -0.455
O  0.8289  0.5684  2.1174  -0.470
Cl  -2.8530  -0.1415  -1.2664  -0.117
H  -0.1758  1.2629  -0.4774  0.251
H  -0.6098  0.2262  -1.6172  0.246
H  0.5846  -1.4064  -0.2500  0.252
H  1.6018  -0.3528  -0.8506  0.228
H  2.2559  0.2310  0.8147  0.085

Cartesian forces (eV/Å) of the 3 atoms listed first:
-2.746 0.403 4.236
-0.557 -0.744 -1.495
-0.706 -2.569 -0.416


2.
ORCA calculation (ωB97M-V with the def2-TZVPD basis set) on 2 unconnected molecules or ions with the total composition C4H5ClO2S.

- Highest occupied orbital energy: -0.292 Ha
- Gap between HOMO and LUMO: 0.29772 hartree
- DFT total energy: -31676.4336 eV
- Energy relative to the best compared isomer or geometry (same formula, charge and spin): 121.90 kcal/mol

Last column: natural (NBO) charge in e.
CARTESIAN COORDINATES (ANGSTROEM)
C  2.0943  0.2090  -0.7775  -0.391
C  1.4088  1.0503  0.0192  -0.110
C  -1.8284  0.0244  -0.0964  0.036
C  -0.6559  0.7414  0.2040  0.200
O  -1.8229  -0.9794  -0.9890  -0.680
O  -0.8243  1.7000  1.1957  -0.731
S  1.6784  -1.4105  -1.4955  0.047
Cl  2.0426  2.1959  1.0323  0.107
H  3.1361  0.5353  -1.0689  0.233
H  -2.7665  0.2173  0.3049  0.209
H  0.6575  -1.6094  -0.6085  0.128
H  -0.8929  -1.1120  -1.3146  0.475
H  -0.1277  2.4461  1.1356  0.476

Cartesian forces (eV/Å) of the 3 atoms listed first:
1.073 0.788 -0.212
-3.330 -4.291 -2.295
5.958 1.046 -0.790


3.
ORCA calculation (ωB97M-V with the def2-TZVPD basis set) on a single C4H5ClO2S molecule.

- Highest occupied orbital energy: -0.363 Ha
- SMILES: O=C(S)[C@@]1(O)C[C@@H]1Cl
- Gap between HOMO and LUMO: 0.37731 hartree
- DFT total energy: -31680.6621 eV
- Energy relative to the best compared isomer or geometry (same formula, charge and spin): 24.39 kcal/mol

Last column: natural (NBO) charge in e.
CARTESIAN COORDINATES (ANGSTROEM)
C  0.9105  0.6923  -0.8257  0.417
C  0.4747  -0.1959  0.3322  0.115
C  -0.1041  0.2795  1.6313  -0.434
C  -0.9965  -0.3675  0.6031  -0.263
H  0.7092  2.5934  -2.1824  0.163
H  1.7617  -1.2982  -0.4915  0.501
H  -0.2019  1.3765  1.7975  0.237
H  0.2526  -0.3369  2.4688  0.258
H  -1.7162  0.2572  0.0479  0.239
O  1.6931  0.2446  -1.6490  -0.565
O  1.2462  -1.3446  0.3513  -0.685
S  0.1347  2.2821  -1.0167  -0.010
Cl  -1.6578  -1.9268  0.8567  0.027

Cartesian forces (eV/Å) of the 3 atoms listed first:
0.128 -0.516 -0.864
0.509 -0.043 -0.855
0.239 0.644 0.102


4.
ORCA calculation (ωB97M-V with the def2-TZVPD basis set) on a single C4H5ClOS molecule.

- Highest occupied orbital energy: -0.335 Ha
- SMILES: S=C1CO[C@@H]1CCl
- Gap between HOMO and LUMO: 0.31570 hartree
- DFT total energy: -29632.5611 eV
- Energy relative to the best compared isomer or geometry (same formula, charge and spin): 26.45 kcal/mol

Last column: natural (NBO) charge in e.
CARTESIAN COORDINATES (ANGSTROEM)
C  -0.7448  0.8875  -1.1484  -0.371
C  -0.5366  0.3437  0.2509  -0.011
C  0.5330  -1.3249  0.8405  -0.150
C  0.8773  0.1380  0.7269  -0.101
H  -1.7623  0.7849  -1.4331  0.228
H  -0.4305  1.9282  -1.2118  0.232
H  -1.1711  0.9639  0.9431  0.213
H  0.5601  -1.7520  1.8687  0.211
H  1.1088  -1.9723  0.1117  0.218
O  -0.8085  -1.0519  0.3953  -0.516
S  2.1456  1.0719  1.0126  0.115
Cl  0.2290  -0.0171  -2.3564  -0.068

Cartesian forces (eV/Å) of the 3 atoms listed first:
1.074 -0.168 0.126
-0.716 0.854 0.199
0.688 -0.788 -0.178


5.
ORCA calculation (ωB97M-V with the def2-TZVPD basis set) on a molecular structure, C4H5ClOS2.

- Highest occupied orbital energy: -0.351 Ha
- Gap between HOMO and LUMO: 0.30470 hartree
- DFT total energy: -40465.0817 eV
- Energy relative to the best compared isomer or geometry (same formula, charge and spin): 86.28 kcal/mol

Last column: natural (NBO) charge in e.
CARTESIAN COORDINATES (ANGSTROEM)
C  1.0086  0.5418  -0.6593  -0.041
C  -0.4733  0.3895  -0.8711  -0.213
C  -0.4009  -0.8763  0.1069  -0.433
C  0.8650  -0.1833  0.5728  -0.066
H  1.9481  1.5600  0.7274  0.420
H  1.7306  -0.0745  -1.2245  0.235
H  -0.8225  1.3042  -0.4470  0.260
H  -0.3409  -1.7126  -0.4935  0.262
H  -0.9004  -0.6312  2.5045  0.163
O  1.5286  1.9863  -0.3387  -0.737
S  -1.8328  -1.0415  1.1593  -0.017
S  1.5207  0.1866  1.9446  0.191
Cl  -0.8733  -0.1111  -2.5244  -0.025

Cartesian forces (eV/Å) of the 3 atoms listed first:
2.847 3.816 -0.049
1.674 -1.904 -0.897
-1.364 3.256 0.692


6.
ORCA calculation (ωB97M-V with the def2-TZVPD basis set) on a molecular structure, C4H5ClS2.

- Highest occupied orbital energy: -0.327 Ha
- Gap between HOMO and LUMO: 0.29369 hartree
- DFT total energy: -38418.1650 eV
- Energy relative to the best compared isomer or geometry (same formula, charge and spin): 76.60 kcal/mol

Last column: natural (NBO) charge in e.
CARTESIAN COORDINATES (ANGSTROEM)
C  -1.5727  0.3419  0.7546  -0.396
C  -0.1708  0.4688  0.2514  -0.387
C  2.2917  -0.3472  -0.5322  -0.411
C  3.3755  -0.6814  0.1875  -0.371
H  -2.0463  1.2964  0.4126  0.252
H  -2.1479  0.1489  1.9990  0.282
H  2.2021  -0.1134  -1.7491  0.268
H  4.4487  -0.7701  -0.2933  0.223
H  3.3299  -1.1690  1.3114  0.228
S  0.0965  2.0652  -0.1605  0.020
S  0.7818  -0.9337  0.1728  0.447
Cl  -2.5519  -0.9523  -0.3438  -0.156

Cartesian forces (eV/Å) of the 3 atoms listed first:
-4.823 -0.526 1.488
-0.591 1.784 0.424
0.164 -0.737 -2.185


7.
ORCA calculation (ωB97M-V with the def2-TZVPD basis set) on a molecular structure, C4H5CuO5.

- Highest occupied orbital energy: -0.337 Ha
- Gap between HOMO and LUMO: 0.30361 hartree
- DFT total energy: -59104.9848 eV
- Energy relative to the best compared isomer or geometry (same formula, charge and spin): 0.00 kcal/mol

Last column: natural (NBO) charge in e.
CARTESIAN COORDINATES (ANGSTROEM)
O  2.1646  0.2747  0.1857  -0.909
C  1.9473  -0.6910  -0.5769  0.986
O  2.6361  -1.1633  -1.4640  -0.635
Cu  1.3480  2.1108  0.5253  0.920
O  -0.0473  2.3599  -1.2623  -0.623
O  0.5083  -1.1622  -0.5760  -0.613
C  -0.1838  -1.2174  0.6573  -0.098
C  -1.3015  -0.1943  0.7215  -0.096
O  -0.7795  1.0827  0.3246  -0.538
C  -0.7491  1.3980  -0.9863  0.672
H  -0.6342  -2.2170  0.7314  0.191
H  0.4940  -1.0332  1.5021  0.191
H  -1.6753  -0.0996  1.7484  0.207
H  -2.1318  -0.4806  0.0625  0.184
H  -1.5957  1.0326  -1.5933  0.160

Cartesian forces (eV/Å) of the 3 atoms listed first:
-0.003 0.773 1.375
-0.649 0.059 -2.373
-0.995 -0.065 1.343


8.
ORCA calculation (ωB97M-V with the def2-TZVPD basis set) on a single C4H5F molecule.

- Highest occupied orbital energy: -0.321 Ha
- SMILES: C=C1C[C@H]1F
- Gap between HOMO and LUMO: 0.36156 hartree
- DFT total energy: -6942.4767 eV
- Energy relative to the best compared isomer or geometry (same formula, charge and spin): 63.18 kcal/mol

Last column: natural (NBO) charge in e.
CARTESIAN COORDINATES (ANGSTROEM)
C  -0.5291  -0.1486  0.0421  0.002
C  -1.4314  -1.0342  0.1085  -0.424
C  0.2904  1.0801  0.2986  -0.510
C  1.1913  0.1256  -0.5142  0.173
F  2.1491  -0.5703  0.1539  -0.347
H  -1.2001  -2.0286  -0.4936  0.216
H  -2.4743  -0.9865  0.5739  0.217
H  -0.0828  2.0466  -0.0124  0.239
H  0.5454  1.2444  1.4400  0.242
H  1.5414  0.2715  -1.5969  0.193

Cartesian forces (eV/Å) of the 3 atoms listed first:
6.141 3.425 -1.140
-2.708 -4.340 -1.221
-0.098 -0.841 2.594